[1]
C49H92N3O18P | the ωB97M-V functional and the def2-TZVPD basis

Properties
SMILES	[H]/N=C(\N)NCCCCP(CCCC(=O)O)CCc1ccccc1.CCOC(C)=O.CCOC(C)=O.CCOC(C)=O.CCOC(C)=O.CCOC(C)=O.CCOC(C)=O.CCOC(C)=O.CCOC(C)=O
LUMO level	0.3	eV
Kohn-Sham gap	8.54	eV

Structure (ORCA input):
```
! wB97M-V def2-TZVPD RIJCOSX def2/J DEFGRID3
* xyz 0 1
H 3.4192 6.8314 5.6385
N 2.9571 6.7200 4.7377
C 3.1469 5.5458 4.3264
N 3.8834 4.5723 5.0829
N 2.6296 5.0979 3.0729
C 1.1747 5.2128 2.9240
C 0.7622 5.2719 1.4436
C 0.2790 3.9327 0.8446
C -1.1847 3.9524 0.3665
P -2.3222 3.2179 1.6038
C -2.0075 1.3946 1.4152
C -1.2224 0.8399 2.6048
C -1.1255 -0.6826 2.6997
C -2.3879 -1.4991 2.5977
O -2.3885 -2.6664 2.3114
O -3.5510 -0.8539 2.9540
C -3.9332 3.4087 0.7180
C -4.5635 4.7800 1.0157
C -5.9285 4.7945 1.6689
C -6.4694 3.7092 2.3503
C -7.6974 3.8132 3.0009
C -8.4083 5.0020 2.9772
C -7.8901 6.0883 2.2790
C -6.6653 5.9827 1.6415
H 4.4035 4.0031 4.4229
H 3.2161 3.9355 5.5097
H 3.0949 5.5778 2.3138
H 0.7014 4.3399 3.3847
H 0.8025 6.0962 3.4517
H -0.0040 6.0407 1.3319
H 1.6373 5.5912 0.8720
H 0.9095 3.6953 -0.0092
H 0.4341 3.1394 1.5811
H -1.3032 3.4615 -0.6044
H -1.5247 4.9855 0.2424
H -2.9953 0.9399 1.3267
H -1.4748 1.2004 0.4784
H -1.6017 1.2532 3.5411
H -0.1968 1.2074 2.5072
H -0.7229 -0.9445 3.6862
H -0.4308 -1.1010 1.9715
H -4.1430 -0.8396 2.1928
H -4.5698 2.5748 1.0079
H -3.7490 3.3210 -0.3571
H -3.9024 5.3235 1.7044
H -4.5929 5.3846 0.1071
H -5.9358 2.7694 2.4088
H -8.0791 2.9609 3.5526
H -9.3478 5.0932 3.5077
H -8.4220 7.0307 2.2529
H -6.2557 6.8418 1.1213
C 1.8917 2.9158 -5.0972
C 1.9826 4.0305 -4.0825
O 1.9233 3.5468 -2.7320
C 3.0075 3.1050 -2.0668
C 4.3065 2.8900 -2.8004
O 2.8755 2.8404 -0.8994
H 2.7384 2.2303 -5.0231
H 1.8643 3.3300 -6.1036
H 0.9766 2.3486 -4.9394
H 2.8698 4.6492 -4.2237
H 1.1160 4.6828 -4.1744
H 4.3680 1.8454 -3.1022
H 5.1234 3.0955 -2.1143
H 4.4383 3.5079 -3.6829
C 6.2767 -2.1768 -2.1019
C 6.8310 -1.8404 -3.4685
O 6.4806 -0.5112 -3.8837
C 7.2127 0.5609 -3.5239
C 8.3137 0.4090 -2.4994
O 6.9248 1.6297 -3.9928
H 6.6924 -1.5298 -1.3294
H 6.5204 -3.2085 -1.8503
H 5.1930 -2.0536 -2.0933
H 7.9078 -1.9866 -3.5137
H 6.3882 -2.4905 -4.2220
H 7.9008 0.6593 -1.5221
H 9.0918 1.1293 -2.7380
H 8.7575 -0.5816 -2.4494
C -6.3670 4.4915 7.4389
C -5.8353 4.7894 6.0516
O -6.3766 5.9970 5.5109
C -5.8743 7.2189 5.7686
C -4.8367 7.3784 6.8565
O -6.3042 8.1571 5.1565
H -6.0690 5.2533 8.1599
H -5.9927 3.5278 7.7853
H -7.4565 4.4581 7.4216
H -4.7444 4.8034 6.0253
H -6.1617 4.0183 5.3565
H -5.3491 7.6559 7.7774
H -4.1736 8.1910 6.5721
H -4.2394 6.4896 7.0406
C -4.0906 0.7439 -5.8479
C -4.0098 2.2379 -5.6186
O -2.6548 2.7017 -5.5351
C -1.9230 3.0093 -6.6208
C -2.4341 2.6634 -7.9962
O -0.8348 3.4945 -6.4530
H -3.6526 0.4503 -6.8019
H -5.1320 0.4208 -5.8384
H -3.5561 0.2169 -5.0571
H -4.5579 2.8007 -6.3750
H -4.4401 2.5001 -4.6535
H -2.0244 1.6961 -8.2746
H -2.0730 3.4173 -8.6919
H -3.5155 2.6157 -8.0833
C 8.1420 -7.3073 -2.0280
C 8.2800 -6.3934 -3.2266
O 8.4292 -5.0197 -2.8454
C 9.6204 -4.4742 -2.5240
C 10.8306 -5.3579 -2.3437
O 9.6655 -3.2886 -2.3387
H 9.0381 -7.2971 -1.4075
H 7.9649 -8.3318 -2.3555
H 7.3032 -6.9894 -1.4092
H 9.0941 -6.6967 -3.8855
H 7.3676 -6.4096 -3.8202
H 10.9238 -5.5928 -1.2837
H 11.7062 -4.7914 -2.6486
H 10.8016 -6.2856 -2.9076
C -3.9594 -7.4746 6.1214
C -3.9820 -6.0515 6.6326
O -2.6534 -5.5469 6.8229
C -1.9213 -5.0318 5.8163
C -2.4088 -5.1496 4.3913
O -0.8600 -4.5329 6.0823
H -3.4830 -7.5348 5.1430
H -4.9708 -7.8736 6.0312
H -3.3905 -8.1113 6.7957
H -4.5566 -5.3859 5.9867
H -4.4351 -6.0046 7.6214
H -1.9575 -6.0352 3.9433
H -2.0807 -4.2707 3.8461
H -3.4883 -5.2186 4.2911
C 0.7950 -10.3715 2.7101
C -0.3566 -9.4181 2.9492
O -1.0154 -9.6661 4.1949
C -0.5822 -9.1471 5.3653
C 0.7566 -8.4498 5.4317
O -1.2686 -9.2891 6.3379
H 1.5794 -10.2502 3.4572
H 1.2301 -10.1970 1.7257
H 0.4432 -11.4018 2.7585
H -0.0462 -8.3746 2.8803
H -1.1317 -9.5697 2.1997
H 1.5000 -9.1734 5.7656
H 0.6836 -7.6600 6.1752
H 1.0882 -8.0125 4.4942
C 1.1439 -2.7049 -8.1970
C 0.0808 -2.8754 -9.2612
O -1.1782 -2.3198 -8.8614
C -1.4838 -1.0211 -9.0205
C -0.4138 -0.0388 -9.4385
O -2.6036 -0.6625 -8.7666
H 1.3633 -1.6540 -8.0086
H 2.0668 -3.1956 -8.5066
H 0.8095 -3.1493 -7.2599
H 0.3907 -2.4659 -10.2231
H -0.1308 -3.9314 -9.4184
H 0.0058 0.4201 -8.5428
H -0.8847 0.7342 -10.0402
H 0.3905 -0.4703 -10.0274
*
```

[2]
C5H6O2 | the ωB97M-V functional and the def2-TZVPD basis

Properties
SMILES	O=CC=C=C=CO.[H][H]
LUMO level	-0.5	eV
Kohn-Sham gap	8.50	eV
energy relative to the best compared isomer or geometry (same formula, charge and spin)	89.7	kcal/mol

Structure (ORCA input):
```
! wB97M-V def2-TZVPD RIJCOSX def2/J DEFGRID3
* xyz 0 1
O 2.8588 -0.9003 -1.9771
C 1.7927 -0.4752 -1.5891
C 0.6848 -1.3429 -1.1409
C -0.3416 -0.8237 -0.4810
C -1.2437 -0.2564 0.2059
C -2.0728 0.3871 1.0165
O -2.0425 1.7100 1.2667
H 1.5670 0.6172 -1.5425
H 0.7779 -2.4118 -1.3175
H -2.8900 -0.0993 1.5412
H -1.3065 2.1103 0.7803
H 1.0039 0.9372 1.9181
H 1.2122 0.5477 1.3194
*
```

[3]
C25H27N4PdSi | the ωB97M-V functional and the def2-TZVPD basis

Properties
LUMO level	2.5	eV
Kohn-Sham gap	4.65	eV

Structure (ORCA input):
```
! wB97M-V def2-TZVPD RIJCOSX def2/J DEFGRID3
* xyz -1 1
Pd -0.1718 0.8321 -0.9166
C -4.5096 4.2345 -0.6380
C -3.6415 4.7679 0.3044
C -2.3767 4.2388 0.4981
C -1.9308 3.1295 -0.2515
C -2.8137 2.6236 -1.2348
C -4.0724 3.1585 -1.4096
N -0.6684 2.6015 -0.0793
N 0.0044 3.1051 0.9890
C 1.2302 2.6634 1.1647
C 1.9852 3.1859 2.2689
C 3.2369 2.7179 2.5262
C 3.7881 1.7113 1.6996
C 3.0146 1.2555 0.6574
N 1.7836 1.6844 0.3670
H -5.5033 4.6454 -0.7733
H -3.9604 5.6131 0.9056
H -1.6961 4.6516 1.2284
H -2.4776 1.7940 -1.8441
H -4.7307 2.7383 -2.1625
H 1.5140 3.9439 2.8806
H 3.8076 3.1060 3.3628
H 4.7774 1.3092 1.8772
H 3.4013 0.4780 -0.0036
C -1.3954 0.5796 2.3655
Si -1.4845 -0.2281 0.6413
C -3.3381 -0.5877 0.3517
C -0.6133 -1.9200 0.8932
C 0.7559 -1.9066 1.1819
C 1.4728 -3.0826 1.3395
C 0.8376 -4.3109 1.1911
C -0.5164 -4.3486 0.8912
C -1.2305 -3.1632 0.7527
H -1.8850 -0.0332 3.1279
H -1.8683 1.5640 2.3401
H -0.3526 0.7312 2.6530
H -3.7275 -1.1977 1.1726
H -3.5098 -1.1151 -0.5905
H -3.9001 0.3473 0.3207
H 1.2604 -0.9478 1.2641
H 2.5321 -3.0452 1.5680
H 1.3953 -5.2321 1.3162
H -1.0138 -5.3043 0.7651
H -2.2916 -3.2087 0.5239
C 3.4252 -3.8397 -2.9216
C 2.4182 -2.7680 -2.6235
C 1.0956 -3.0904 -2.3340
C 0.1863 -2.0870 -2.0725
N 0.5022 -0.7901 -2.0815
C 1.7716 -0.4722 -2.3880
C 2.7452 -1.4174 -2.6529
H 3.2800 -4.6977 -2.2648
H 4.4426 -3.4706 -2.7980
H 3.3111 -4.1871 -3.9508
H 0.7796 -4.1247 -2.2838
H -0.8420 -2.3193 -1.8330
H 2.0097 0.5841 -2.4109
H 3.7572 -1.0998 -2.8704
*
```